# 1
The following is a quantum chemistry calculation of C24H28AsN5S5Tc as an isolated structure, from OMol25.

Element x y z (Å)
Tc (0.159372, -2.381962, -0.712093)
S (-0.678301, -6.794614, 1.309839)
As (-1.404482, -4.930910, 1.029128)
S (0.188220, -3.313009, 1.299267)
S (-0.967065, -4.337639, -1.470771)
S (-3.273631, -4.213878, 1.373192)
C (-1.175887, 4.371533, -0.098298)
C (-0.508069, 4.018443, 1.208863)
C (-0.158860, 4.997208, 2.135164)
C (0.453763, 4.673214, 3.339401)
C (0.710498, 3.344431, 3.649670)
C (0.354541, 2.349092, 2.752265)
C (-0.232001, 2.691053, 1.537800)
N (-0.636259, 1.676174, 0.607615)
C (0.061521, 0.570783, 0.271353)
N (1.355788, 0.617453, 0.548451)
C (2.333882, -0.397341, 0.434870)
C (1.999078, -1.644715, -0.018307)
C (3.008333, -2.610781, -0.075236)
C (4.304001, -2.313103, 0.306463)
C (4.612684, -1.030266, 0.746297)
C (3.638300, -0.051626, 0.821286)
C (3.969341, 1.338740, 1.311577)
N (-0.553105, -0.432222, -0.393554)
C (-1.980425, -0.180969, -0.555862)
C (-2.426091, 0.308345, -1.780238)
C (-3.776348, 0.540482, -1.999170)
C (-4.681068, 0.275290, -0.979114)
C (-4.224435, -0.189007, 0.246230)
C (-2.870919, -0.409782, 0.496337)
C (-2.424406, -0.849639, 1.867943)
H (-1.178639, 5.449597, -0.251675)
H (-2.219626, 4.039639, -0.123616)
H (-0.665901, 3.908896, -0.946901)
H (-0.367307, 6.036785, 1.899409)
H (0.720483, 5.457014, 4.039014)
H (1.168411, 3.077347, 4.595663)
H (0.508195, 1.304634, 3.008477)
H (-1.565919, 1.741240, 0.225814)
H (1.658367, 1.478843, 0.975108)
H (2.783469, -3.625488, -0.399794)
H (5.069424, -3.080607, 0.270480)
H (5.627313, -0.787764, 1.045566)
H (5.034957, 1.426107, 1.513565)
H (3.444752, 1.583693, 2.242696)
H (3.717463, 2.109412, 0.574112)
H (-1.696529, 0.494990, -2.559598)
H (-4.118758, 0.918659, -2.955341)
H (-5.741453, 0.433438, -1.136443)
H (-4.934120, -0.394690, 1.041358)
H (-3.123633, -1.575215, 2.279185)
H (-2.387807, 0.009342, 2.547013)
H (-1.438966, -1.314930, 1.859990)
C (1.369280, -2.541591, -2.535240)
H (1.649417, -3.591799, -2.592410)
H (2.252639, -1.922539, -2.422586)
N (-0.051136, -3.063810, -4.420612)
C (0.565530, -2.158418, -3.690538)
N (0.465141, -0.876480, -4.022573)
S (-1.986607, -2.613945, -1.625542)
H (-0.684178, -2.820757, -5.163329)
H (0.015599, -4.033795, -4.160461)
H (-0.023534, -0.567947, -4.844602)
H (0.955708, -0.190639, -3.476558)

Atoms 1-6, force components in eV/Å:
0.229 0.701 0.417
0.196 -0.145 -0.053
-0.256 -0.108 -0.011
0.152 -0.035 -0.633
-0.119 0.143 0.188
-0.073 -0.025 0.011

Results
Multiplicity ... 1
Largest force on an atom ... 0.85 eV Å⁻¹
E ... -150002.869 eV
Charge ... +1
Kohn-Sham gap ... 5.753 eV

Computed Mulliken charges, given in elementary charges:
1 Tc -0.639
2 S -0.290
3 As 0.285
4 S -0.232
5 S -0.214
6 S -0.307
7 C -1.428
8 C 0.500
9 C -0.760
10 C -0.756
11 C -0.896
12 C 0.007
13 C 0.302
14 N 0.303
15 C -0.329
16 N 0.060
17 C 1.054
18 C -0.750
19 C 0.693
20 C -1.161
21 C -0.839
22 C 1.117
23 C -1.489
24 N 0.986
25 C -1.493
26 C 0.395
27 C -1.088
28 C -0.714
29 C -0.955
30 C 2.373
31 C -1.284
32 H 0.428
33 H 0.338
34 H 0.270
35 H 0.396
36 H 0.412
37 H 0.447
38 H 0.590
39 H 0.171
40 H -0.040
41 H 0.425
42 H 0.436
43 H 0.393
44 H 0.404
45 H 0.314
46 H 0.383
47 H 0.373
48 H 0.479
49 H 0.449
50 H 0.502
51 H 0.469
52 H 0.279
53 H -0.028
54 C -1.236
55 H 0.608
56 H 0.806
57 N -0.326
58 C 0.215
59 N -0.321
60 S 0.084
61 H 0.193
62 H 0.235
63 H 0.224
64 H 0.179

=====

# 2
The following is a quantum chemistry calculation of a 2-piece molecular cluster, C9H19N3 overall, from OMol25.

Element x y z (Å)
C (-2.366925, -1.393218, 0.421737)
C (-1.060474, -1.501387, 0.195643)
C (-1.757066, 0.349775, -0.693186)
C (-4.620185, 1.288901, 0.422128)
C (3.015227, -1.383168, 0.324071)
C (4.072180, 0.684272, -0.688225)
C (2.357967, 0.917835, 1.045454)
C (-4.223126, 0.008039, -0.228721)
C (1.868254, 0.020869, -1.046349)
N (-2.798926, -0.266613, -0.204127)
N (-0.677307, -0.359218, -0.391596)
N (2.859444, 0.007547, -0.079735)
H (-2.914682, -2.096439, 0.985490)
H (-0.442052, -2.303617, 0.379606)
H (-1.617184, 1.201224, -1.231151)
H (-5.491007, 1.783076, 0.174376)
H (-3.935444, 2.016802, 0.331944)
H (-4.608081, 1.277461, 1.457447)
H (2.124573, -1.822260, 0.661939)
H (3.180556, -2.115433, -0.390560)
H (3.708067, -1.431382, 1.057720)
H (3.845735, 1.713129, -1.102763)
H (4.742885, 1.007625, -0.032337)
H (4.369522, -0.080681, -1.486578)
H (1.454274, 0.607145, 1.308797)
H (3.135826, 0.745323, 1.766735)
H (2.191461, 1.890660, 0.801260)
H (-4.500833, 0.012405, -1.350378)
H (-4.665027, -0.785451, 0.225960)
H (1.209661, 0.903529, -1.149470)
H (1.542678, -0.896739, -1.485125)

Atoms 1-6, force components in eV/Å:
-0.027 -0.718 -0.286
0.532 0.442 0.173
1.466 -0.895 0.592
0.140 -1.314 0.404
-0.678 -0.045 0.357
-2.268 -1.216 -5.171

Results
Energy relative to the best compared isomer or geometry (same formula, charge and spin) ... 442.06 kJ/mol
Multiplicity ... 1
Largest force on an atom ... 5.78 eV Å⁻¹
E ... -14088.280 eV
Charge ... +2
Kohn-Sham gap (alpha / beta) ... 6.692 / 5.234 eV

Computed Mulliken charges, given in elementary charges:
1 C -0.444
2 C -0.549
3 C -0.278
4 C -1.520
5 C -1.043
6 C -0.800
7 C -1.056
8 C -0.235
9 C -0.435
10 N 0.079
11 N 0.100
12 N -0.012
13 H 0.413
14 H 0.472
15 H 0.481
16 H 0.444
17 H 0.470
18 H 0.455
19 H 0.396
20 H 0.502
21 H 0.506
22 H 0.395
23 H 0.420
24 H 0.386
25 H 0.461
26 H 0.439
27 H 0.494
28 H 0.312
29 H 0.286
30 H 0.404
31 H 0.458

=====

# 3
The following is a quantum chemistry calculation of C4H9N2 as an isolated structure, from OMol25.

Element x y z (Å)
C (-0.941998, 0.028317, 0.182131)
C (0.950533, 0.016077, 0.677496)
C (-2.335443, -0.032577, -0.239948)
C (2.038338, -0.027460, -0.393636)
N (-0.046164, -0.969145, 0.329645)
N (-0.044766, 1.011115, 0.297681)
H (1.415159, 0.210207, 1.705179)
H (-3.107358, -0.195137, 0.614769)
H (-2.570029, -1.015848, -0.713255)
H (-2.480990, 0.797074, -0.781214)
H (1.749372, 0.557172, -1.301065)
H (2.042382, -1.014574, -0.626738)
H (2.989204, 0.415360, -0.100287)
H (-0.263744, -1.873189, 0.645865)
H (-0.300967, 1.973285, 0.524067)

Atoms 1-6, force components in eV/Å:
0.755 -0.893 -0.572
3.343 1.775 -0.009
-1.123 -4.176 3.356
-0.098 3.173 0.100
-1.481 1.274 0.857
-2.819 0.599 0.711

Results
Energy relative to the best compared isomer or geometry (same formula, charge and spin) ... 212.23 kJ/mol
Multiplicity ... 1
Largest force on an atom ... 5.47 eV Å⁻¹
E ... -7265.942 eV
Charge ... +1
Kohn-Sham gap ... 11.808 eV

Computed Mulliken charges, given in elementary charges:
1 C 0.494
2 C 0.471
3 C -1.105
4 C -1.269
5 N -0.234
6 N -0.272
7 H 0.370
8 H 0.339
9 H 0.350
10 H 0.359
11 H 0.323
12 H 0.355
13 H 0.351
14 H 0.207
15 H 0.259

=====

# 4
The following is a quantum chemistry calculation of a 2-piece molecular cluster, C5H10ClN overall, from OMol25.

Element x y z (Å)
C (-0.723377, 1.457786, -0.013167)
C (-2.130032, 1.035683, 0.141756)
C (0.719837, -1.160592, -1.499740)
C (0.768537, -1.021431, 1.208231)
C (0.923730, -0.469537, -0.169245)
N (0.029243, 2.378192, 0.143321)
Cl (2.452478, 0.537552, -0.027169)
H (-2.015945, 0.329017, 0.855005)
H (-2.484788, 0.651237, -0.705906)
H (-2.725414, 1.796972, 0.414175)
H (1.611470, -1.488737, -1.834217)
H (0.016788, -2.001912, -1.214400)
H (0.274269, -0.620840, -2.339207)
H (0.966086, -0.316675, 2.033044)
H (1.559946, -1.920259, 1.309656)
H (-0.237270, -1.461373, 1.574729)
H (0.994434, 2.274913, 0.123138)

Atoms 1-6, force components in eV/Å:
2.024 -2.522 -0.404
3.703 1.320 -0.078
-3.278 -0.089 2.471
0.207 -3.341 1.317
-1.429 3.474 0.369
-2.879 2.098 0.401

Results
Energy relative to the best compared isomer or geometry (same formula, charge and spin) ... 422.37 kJ/mol
Multiplicity ... 1
Largest force on an atom ... 4.11 eV Å⁻¹
E ... -19355.312 eV
Kohn-Sham gap (alpha / beta) ... 7.798 / 7.528 eV

Computed Mulliken charges, given in elementary charges:
1 C 0.692
2 C -1.284
3 C -1.228
4 C -1.186
5 C 0.584
6 N -0.581
7 Cl -0.281
8 H 0.296
9 H 0.361
10 H 0.445
11 H 0.434
12 H 0.282
13 H 0.248
14 H 0.344
15 H 0.298
16 H 0.259
17 H 0.316

=====

# 5
The following is a quantum chemistry calculation of C12H32CdI2O4 as an isolated structure, from OMol25.

Element x y z (Å)
Cd (8.739287, 10.261529, -22.410635)
I (7.857470, 12.809019, -21.377523)
I (9.589973, 7.694539, -23.517956)
C (7.039831, 11.997758, -26.146526)
C (6.510708, 11.426957, -24.839511)
C (5.176773, 10.724262, -25.017262)
O (7.474376, 10.470062, -24.308854)
H (6.376539, 12.799973, -26.467196)
H (7.181671, 11.252128, -26.932251)
H (8.038676, 12.417958, -25.987454)
H (6.442431, 12.229147, -24.108866)
H (4.430273, 11.373437, -25.480036)
H (4.751021, 10.482136, -24.038998)
H (5.252943, 9.800713, -25.592168)
H (7.568973, 9.777610, -24.975741)
C (4.911422, 8.133091, -21.961797)
C (5.629150, 9.307236, -21.306430)
C (5.162217, 9.565619, -19.882393)
O (7.044556, 9.097159, -21.368884)
H (4.887209, 7.247277, -21.322742)
H (5.455600, 7.877134, -22.877548)
H (3.897190, 8.353107, -22.298143)
H (5.368779, 10.193159, -21.885042)
H (5.537010, 10.524157, -19.518695)
H (5.462375, 8.788729, -19.172864)
H (4.070831, 9.604838, -19.879991)
H (7.293221, 8.430121, -20.719340)
C (11.986983, 13.003798, -23.525381)
C (10.903874, 12.195685, -24.201344)
C (11.259607, 11.784891, -25.618834)
O (10.626006, 11.001187, -23.434321)
H (12.867322, 12.429584, -23.230983)
H (11.597598, 13.537815, -22.657115)
H (12.337986, 13.783672, -24.211237)
H (9.976269, 12.765677, -24.148391)
H (12.257155, 11.346883, -25.634886)
H (11.247880, 12.650244, -26.286452)
H (10.493653, 11.109547, -25.998462)
H (11.403917, 10.433095, -23.383089)
C (9.237387, 8.784789, -18.253120)
C (9.252659, 10.064538, -19.077985)
C (10.148815, 11.114983, -18.446512)
O (9.715712, 9.771142, -20.418859)
H (8.670214, 7.960121, -18.679403)
H (8.813835, 9.037231, -17.273328)
H (10.249292, 8.443238, -18.012720)
H (8.230754, 10.428767, -19.168741)
H (11.190511, 10.922024, -18.720499)
H (10.068582, 11.098706, -17.361939)
H (9.878566, 12.101102, -18.823747)
H (10.678187, 9.794546, -20.395287)

Atoms 1-6, force components in eV/Å:
-0.269 0.101 -0.183
0.093 -0.309 -0.230
-0.045 0.286 0.108
0.538 0.228 0.339
0.244 -0.510 -0.596
-0.498 0.256 0.637

Results
Energy relative to the best compared isomer or geometry (same formula, charge and spin) ... 0.00 kJ/mol
Multiplicity ... 1
Largest force on an atom ... 1.02 eV Å⁻¹
E ... -41921.955 eV
Kohn-Sham gap ... 8.462 eV

Computed Mulliken charges, given in elementary charges:
1 Cd 0.383
2 I -0.656
3 I -0.523
4 C -1.383
5 C 0.486
6 C -1.179
7 O 0.094
8 H 0.422
9 H 0.368
10 H 0.220
11 H 0.186
12 H 0.414
13 H 0.132
14 H 0.342
15 H 0.087
16 C -1.427
17 C 0.803
18 C -1.446
19 O -0.047
20 H 0.407
21 H 0.314
22 H 0.401
23 H -0.013
24 H 0.291
25 H 0.355
26 H 0.447
27 H 0.090
28 C -1.449
29 C 0.723
30 C -1.417
31 O -0.111
32 H 0.362
33 H 0.319
34 H 0.382
35 H 0.131
36 H 0.445
37 H 0.393
38 H 0.284
39 H 0.213
40 C -1.490
41 C 0.861
42 C -1.208
43 O -0.200
44 H 0.339
45 H 0.398
46 H 0.332
47 H -0.092
48 H 0.344
49 H 0.372
50 H 0.272
51 H 0.234

=====

# 6
The following is a quantum chemistry calculation of a single C3H4S molecule, from OMol25.

Element x y z (Å)
C (-1.405881, 0.508131, 0.472580)
C (-0.356270, -0.119981, 0.039266)
C (1.065788, -0.461168, -0.049779)
S (-1.739076, -0.181315, -1.157371)
H (-1.712755, 1.374913, 1.074761)
H (1.282244, -1.364533, -0.466096)
H (1.481368, 0.003592, 0.915144)
H (1.384582, 0.240361, -0.828506)

Atoms 1-6, force components in eV/Å:
1.614 0.641 0.400
-1.537 -0.057 0.180
-0.753 5.029 1.857
-0.468 -0.304 -0.676
-0.046 -0.870 -0.282
0.703 -2.895 -0.084

Results
Energy relative to the best compared isomer or geometry (same formula, charge and spin) ... 154.67 kJ/mol
Multiplicity ... 1
Largest force on an atom ... 5.41 eV Å⁻¹
SMILES ... CC1=CS1
E ... -14007.976 eV
Kohn-Sham gap ... 8.402 eV

Computed Mulliken charges, given in elementary charges:
1 C -0.387
2 C 0.252
3 C -0.818
4 S -0.278
5 H 0.338
6 H 0.360
7 H 0.240
8 H 0.293